{"formula": "C35H35AsNO2PdSSi", "method": "wB97M-V/def2-TZVPD", "fmax_ev_per_a": 3.131, "total_charge": -1, "homo_ev": [-4.365, -4.364], "e_above_lowest_kcal_mol": 18.2, "gap_ev": [5.93, 5.93], "species": ["Pd", "C", "C", "O", "C", "C", "C", "C", "C", "C", "O", "H", "H", "H", "H", "H", "H", "H", "S", "C", "C", "C", "C", "C", "C", "As", "C", "C", "C", "C", "C", "C", "C", "C", "C", "C", "C", "C", "H", "H", "H", "H", "H", "H", "H", "H", "H", "H", "H", "H", "H", "H", "C", "Si", "C", "C", "N", "C", "C", "C", "C", "C", "C", "H", "H", "H", "H", "H", "H", "H", "H", "H", "H", "H", "H", "H", "H"], "xyz": [[0.18210, 0.58282, 0.14328], [-3.15360, 3.01832, -0.49402], [-2.79700, 1.64222, 0.03998], [-1.84730, 1.48062, 0.80718], [-3.61890, 0.52132, -0.40662], [-5.00730, 0.58282, -0.38482], [-5.77660, -0.52168, -0.68752], [-5.14020, -1.70478, -1.05962], [-3.77200, -1.78028, -1.13512], [-2.94330, -0.67548, -0.80702], [-1.67140, -0.73728, -0.90122], [-2.24770, 3.61712, -0.56362], [-3.85280, 3.51672, 0.17748], [-3.61630, 2.92952, -1.47332], [-5.48170, 1.50252, -0.06602], [-6.85580, -0.47688, -0.62012], [-5.73850, -2.57478, -1.30142], [-3.27910, -2.69448, -1.43832], [2.65270, 0.66672, -0.57522], [3.43090, -0.89228, -0.54812], [4.82350, -0.96138, -0.47872], [5.46780, -2.18098, -0.45572], [4.73240, -3.35718, -0.48522], [3.34740, -3.29688, -0.54882], [2.68040, -2.08298, -0.58082], [0.73470, -1.82858, -0.76182], [0.46450, -1.40628, 1.16708], [1.54760, -1.23018, 2.04798], [1.37160, -1.23928, 3.42128], [0.11410, -1.42878, 3.96858], [-0.97470, -1.56748, 3.12268], [-0.80450, -1.55928, 1.74848], [0.20740, -3.74438, -0.62042], [-0.23810, -4.31948, -1.80872], [-0.61710, -5.64778, -1.86762], [-0.55750, -6.43188, -0.72742], [-0.13620, -5.86808, 0.46558], [0.24190, -4.53668, 0.52068], [5.38740, -0.04078, -0.44662], [6.54980, -2.21878, -0.41742], [5.23480, -4.31638, -0.46512], [2.76540, -4.21298, -0.57072], [2.55530, -1.12198, 1.66078], [2.22800, -1.09808, 4.06988], [-0.01520, -1.48888, 5.04078], [-1.96640, -1.69828, 3.53368], [-1.66400, -1.72218, 1.11258], [-0.28190, -3.69128, -2.69592], [-0.95890, -6.07608, -2.80052], [-0.84320, -7.47498, -0.76742], [-0.09880, -6.47748, 1.35908], [0.57440, -4.11408, 1.46338], [2.61470, 4.12452, 1.36008], [0.83600, 3.39352, 1.32008], [-0.34440, 4.82202, 1.83078], [0.75300, 2.03572, 2.66378], [0.41140, 2.64802, -0.15672], [0.43300, 3.10682, -1.41702], [0.78950, 4.43382, -1.73132], [0.80950, 4.87422, -3.03412], [0.46580, 4.02142, -4.07282], [0.10920, 2.70842, -3.78732], [0.08550, 2.25192, -2.48852], [2.93500, 4.29222, 2.38438], [2.68030, 5.07072, 0.83178], [3.31630, 3.44412, 0.88768], [-0.09660, 5.17962, 2.82548], [-1.37760, 4.49362, 1.83978], [-0.27680, 5.66312, 1.14848], [0.78780, 2.44502, 3.67078], [1.60280, 1.36152, 2.55098], [-0.16740, 1.44822, 2.57988], [1.05950, 5.09242, -0.91902], [1.10300, 5.89582, -3.24442], [0.47690, 4.37602, -5.09302], [-0.15190, 2.04132, -4.59702], [-0.19240, 1.21302, -2.26222]], "forces_ev_per_angstrom": [[1.971, 2.310, -0.763], [0.230, -0.113, 0.223], [-0.100, 0.102, -0.002], [-0.365, 0.191, -0.147], [0.240, -0.424, 0.056], [0.002, 0.069, 0.015], [-0.358, 0.154, 0.060], [0.050, -0.040, -0.052], [-0.047, -0.186, -0.047], [0.207, 0.188, -0.082], [-0.412, -0.200, -0.123], [0.051, 0.020, 0.066], [-0.059, 0.040, 0.094], [-0.034, 0.016, -0.016], [-0.095, 0.090, -0.029], [-0.008, 0.027, -0.017], [-0.013, -0.066, -0.007], [0.054, -0.068, -0.017], [-1.387, 0.701, 0.471], [-0.465, -0.488, 0.059], [-0.099, 0.220, -0.065], [0.080, -0.207, -0.050], [0.058, -0.100, -0.058], [-0.188, -0.227, -0.006], [0.085, 0.281, 0.058], [0.584, -1.089, -0.616], [-0.048, -0.589, 0.998], [0.147, -0.195, -0.075], [0.159, -0.034, 0.026], [-0.101, -0.004, -0.111], [-0.047, -0.025, 0.141], [-0.066, -0.258, -0.173], [-0.142, 0.176, -0.094], [0.120, 0.484, -0.100], [-0.013, -0.204, -0.089], [-0.055, -0.027, -0.039], [0.030, -0.154, 0.126], [0.115, 0.249, 0.138], [0.080, 0.102, 0.027], [0.010, 0.018, 0.033], [-0.010, -0.010, 0.013], [0.101, -0.005, 0.009], [-0.182, 0.030, 0.042], [0.023, -0.032, -0.033], [-0.016, 0.110, 0.060], [-0.062, -0.022, -0.007], [0.067, 0.099, -0.033], [-0.061, -0.126, 0.034], [-0.010, 0.005, -0.057], [-0.031, -0.023, 0.013], [0.018, 0.001, 0.068], [-0.015, 0.024, -0.007], [-0.708, -0.253, -0.204], [0.298, 0.247, 1.248], [0.407, -0.560, -0.383], [-0.023, 0.438, -0.466], [-0.027, -1.506, 0.840], [-0.034, -0.048, -1.063], [-0.052, -0.256, 0.376], [-0.073, 0.058, -0.278], [0.037, 0.124, -0.213], [-0.001, 0.185, -0.036], [-0.116, -0.265, 0.158], [0.011, 0.019, 0.247], [-0.027, 0.226, -0.095], [0.087, -0.224, -0.056], [0.128, 0.048, 0.229], [-0.228, -0.177, 0.009], [0.051, 0.203, -0.177], [0.032, 0.230, 0.170], [-0.009, 0.058, -0.006], [0.106, 0.086, 0.064], [0.073, 0.168, 0.032], [-0.016, 0.034, -0.019], [0.024, 0.018, -0.103], [-0.039, -0.102, -0.033], [0.108, 0.458, -0.158]]}